ORCA calculation (ωB97M-V with the def2-TZVPD basis set) on a molecular structure, C13H15F5O4PPtS3.

Lowest unoccupied orbital energy (spin up / spin down) in eV: 1.37 / 1.39
Gap between HOMO and LUMO (spin up / spin down) in eV: 5.91 / 6.11
HOMO (spin up / spin down) in eV: -4.5 / -4.7
ΔE to the lowest compared entry with this formula, charge and spin in kJ/mol: 249.6

```
! RIJCOSX wB97M-V def2-TZVPD def2/J DEFGRID3
* xyz -1 1
Pt 1.839 -0.850 0.943
S 5.038 -1.984 4.054
C 3.815 -1.580 3.013
S 2.214 -1.251 3.498
S 4.078 -1.427 1.300
F -1.965 -3.800 -4.304
C -1.312 -3.565 -3.142
C -1.507 -4.395 -2.042
F -2.334 -5.457 -2.153
C -0.877 -4.137 -0.843
F -1.106 -4.972 0.195
C 0.018 -3.039 -0.650
O 0.570 -2.782 0.446
C 0.229 -2.275 -1.838
F 1.139 -1.260 -1.753
C -0.431 -2.495 -3.027
F -0.235 -1.682 -4.090
C -0.319 1.490 -2.421
C 0.780 1.828 -1.428
O 0.254 2.007 -0.124
P 0.207 0.776 0.955
O 0.223 1.691 2.278
C 1.461 2.268 2.676
C 1.547 3.728 2.254
O -1.321 0.322 0.974
C -2.396 1.241 1.177
C -3.391 1.086 0.038
H 0.109 1.320 -3.404
H -1.044 2.302 -2.478
H -0.825 0.585 -2.098
H 1.266 2.774 -1.691
H 1.534 1.032 -1.410
H 2.289 1.695 2.234
H 1.518 2.175 3.764
H 1.395 3.810 1.181
H 2.522 4.133 2.513
H 0.777 4.309 2.756
H -2.009 2.261 1.232
H -2.857 0.987 2.135
H -2.948 1.431 -0.891
H -4.292 1.662 0.236
H -3.649 0.035 -0.070
*
```



ORCA calculation (ωB97M-V with the def2-TZVPD basis set) on 7 unconnected molecules or ions with the total composition C35H44BN8O2.

Lowest unoccupied orbital energy in eV: -3.76
Gap between HOMO and LUMO in eV: 6.11
HOMO in eV: -9.9
ΔE to the lowest compared entry with this formula, charge and spin in kJ/mol: 195.9

```
! RIJCOSX wB97M-V def2-TZVPD def2/J DEFGRID3
* xyz 1 1
O 2.100 2.995 4.217
B 1.298 1.841 4.155
O 0.579 1.420 5.294
N 1.186 0.980 2.933
C 0.145 0.076 2.888
N 0.303 -0.589 1.713
C 1.419 -0.134 0.996
C 2.019 0.907 1.793
C 3.301 1.732 1.512
C 4.657 0.935 1.831
C 4.435 -0.519 2.336
C 3.895 -0.902 3.632
C 3.683 -2.279 4.078
C 4.027 -3.359 3.160
C 4.606 -3.008 1.864
C 4.825 -1.620 1.429
H 2.998 2.707 4.474
H 1.213 1.077 5.957
H -0.645 -0.078 3.648
H -0.310 -1.350 1.410
H 1.776 -0.514 0.020
H 3.299 2.056 0.433
H 3.333 2.692 2.100
H 5.201 0.866 0.846
H 5.326 1.526 2.519
H 3.606 -0.072 4.334
H 3.239 -2.425 5.088
H 3.830 -4.404 3.498
H 4.876 -3.847 1.186
H 5.281 -1.435 0.422
N -2.740 -0.956 -1.726
C -2.386 -0.981 -0.405
C -3.342 -1.693 0.277
C -4.306 -2.119 -0.671
C -3.906 -1.652 -1.898
H -2.223 -0.498 -2.458
H -1.490 -0.490 -0.064
H -3.347 -1.886 1.339
H -5.193 -2.703 -0.478
H -4.350 -1.753 -2.874
N 1.391 5.740 2.798
C 0.217 5.634 2.100
C -0.220 6.901 1.813
C 0.728 7.807 2.352
C 1.711 7.062 2.951
H 1.933 4.967 3.144
H -0.205 4.667 1.871
H -1.121 7.149 1.273
H 0.693 8.884 2.305
H 2.607 7.358 3.473
N -2.174 -5.007 0.621
C -2.542 -6.211 1.155
C -1.426 -7.006 1.215
C -0.341 -6.251 0.703
C -0.833 -5.021 0.347
H -2.793 -4.230 0.455
H -3.564 -6.399 1.443
H -1.393 -8.018 1.586
H 0.684 -6.572 0.607
H -0.346 -4.156 -0.078
N -5.583 1.533 -2.081
C -6.753 1.431 -2.785
C -7.196 2.700 -3.055
C -6.255 3.603 -2.497
C -5.271 2.855 -1.906
H -5.037 0.757 -1.745
H -7.168 0.466 -3.031
H -8.095 2.952 -3.594
H -6.296 4.681 -2.526
H -4.378 3.147 -1.376
N 7.346 1.402 -1.031
C 8.148 2.491 -1.247
C 7.870 2.979 -2.497
C 6.857 2.158 -3.057
C 6.552 1.196 -2.129
H 7.341 0.842 -0.197
H 8.846 2.821 -0.494
H 8.341 3.832 -2.959
H 6.403 2.261 -4.030
H 5.842 0.384 -2.155
N -5.702 -2.166 -5.450
C -6.666 -2.740 -6.234
C -6.273 -4.022 -6.518
C -5.025 -4.235 -5.877
C -4.699 -3.075 -5.224
H -5.726 -1.225 -5.096
H -7.546 -2.187 -6.521
H -6.821 -4.731 -7.118
H -4.434 -5.137 -5.893
H -3.844 -2.816 -4.622
*
```



ORCA calculation (ωB97M-V with the def2-TZVPD basis set) on 7 unconnected molecules or ions with the total composition C26H51NO18.

Lowest unoccupied orbital energy in eV: 0.46
Gap between HOMO and LUMO in eV: 11.04
HOMO in eV: -10.6
SMILES string: CCOC(=O)OC.CCOC(=O)OC.CCOC(=O)OC.CCOC(=O)OC.CCOC(=O)OC.CCOC(=O)OC.CC#N
ΔE to the lowest compared entry with this formula, charge and spin in kJ/mol: 41.8

```
! RIJCOSX wB97M-V def2-TZVPD def2/J DEFGRID3
* xyz 0 1
C -3.790 -3.681 -6.200
C -4.360 -2.235 -5.902
O -5.092 -2.251 -4.654
C -4.303 -2.189 -3.587
O -3.118 -1.971 -3.700
O -5.078 -2.387 -2.559
C -4.571 -2.085 -1.244
H -2.832 -3.713 -6.684
H -4.497 -4.294 -6.753
H -3.590 -4.138 -5.242
H -5.117 -1.944 -6.597
H -3.566 -1.500 -5.887
H -5.326 -2.459 -0.547
H -4.472 -1.019 -1.185
H -3.592 -2.568 -1.104
C -0.893 1.443 -3.169
C -0.689 0.047 -3.608
O 0.630 -0.461 -3.296
C 1.393 -0.854 -4.280
O 1.274 -0.620 -5.451
O 2.397 -1.586 -3.778
C 2.669 -1.858 -2.423
H -1.965 1.571 -3.295
H -0.302 2.095 -3.841
H -0.622 1.671 -2.144
H -0.808 -0.025 -4.685
H -1.384 -0.657 -3.181
H 2.093 -2.679 -1.969
H 2.742 -1.074 -1.695
H 3.686 -2.318 -2.447
C 3.727 -1.732 5.594
C 2.992 -0.457 5.218
O 1.638 -0.844 4.958
C 0.775 0.179 4.986
O 1.070 1.296 5.228
O -0.446 -0.287 4.887
C -1.489 0.667 5.018
H 3.300 -2.036 6.521
H 4.776 -1.488 5.791
H 3.600 -2.637 4.941
H 3.408 -0.074 4.280
H 3.152 0.258 6.055
H -1.522 0.851 6.048
H -2.424 0.130 4.824
H -1.249 1.558 4.400
C -0.324 -3.925 -2.928
C -0.819 -3.557 -1.575
O 0.307 -3.724 -0.570
C 0.024 -3.442 0.688
O -1.100 -3.169 1.115
O 1.108 -3.488 1.405
C 1.065 -3.013 2.758
H 0.408 -3.250 -3.335
H -1.148 -3.949 -3.685
H 0.127 -4.939 -2.963
H -1.732 -4.116 -1.141
H -1.156 -2.512 -1.568
H 0.069 -3.025 3.245
H 1.555 -2.044 2.926
H 1.754 -3.714 3.302
C -1.537 4.399 -0.538
C -2.569 4.399 0.555
O -2.012 3.950 1.882
C -1.139 4.787 2.448
O -0.664 5.848 2.029
O -0.833 4.244 3.618
C 0.372 4.778 4.238
H -1.142 3.413 -0.748
H -0.777 5.034 -0.162
H -1.899 4.877 -1.472
H -3.224 3.521 0.484
H -2.969 5.439 0.679
H 0.430 4.350 5.236
H 0.249 5.831 4.198
H 1.232 4.452 3.656
C 2.504 2.676 -2.357
C 2.434 2.363 -0.835
O 3.710 1.731 -0.462
C 3.864 1.462 0.787
O 2.966 1.394 1.618
O 5.132 1.312 1.013
C 5.600 0.998 2.321
H 3.008 1.900 -2.945
H 3.243 3.426 -2.583
H 1.551 3.068 -2.630
H 1.586 1.678 -0.632
H 2.355 3.216 -0.194
H 4.933 1.184 3.167
H 6.322 1.796 2.488
H 6.043 0.016 2.349
C -0.790 0.249 1.568
C -1.914 0.745 0.662
N -2.777 1.311 0.088
H -0.353 1.110 2.077
H -0.037 -0.181 0.888
H -1.265 -0.559 2.192
*
```



ORCA calculation (ωB97M-V with the def2-TZVPD basis set) on a molecular structure, C40H47N5O3S2SiW.

Lowest unoccupied orbital energy (spin up / spin down) in eV: -5.71 / -5.84
⟨S²⟩: 2.013
Gap between HOMO and LUMO (spin up / spin down) in eV: 6.91 / 7.57
HOMO (spin up / spin down) in eV: -12.6 / -13.4
ΔE to the lowest compared entry with this formula, charge and spin in kJ/mol: 154.6

```
! RIJCOSX wB97M-V def2-TZVPD def2/J DEFGRID3
* xyz 2 3
W 0.136 0.506 0.565
C 2.855 5.087 -0.401
N 1.409 4.899 -0.336
C 0.474 5.914 -0.375
C -0.737 5.345 -0.325
N -0.544 3.955 -0.278
C 0.795 3.710 -0.264
S 1.674 2.251 -0.224
C -1.652 3.070 -0.192
C -2.868 3.539 -0.665
C -4.035 2.873 -0.335
C -3.952 1.766 0.489
C -2.704 1.293 0.817
N -1.545 1.879 0.430
H 3.078 6.110 -0.110
H 3.213 4.899 -1.412
H 3.338 4.397 0.287
H 0.757 6.950 -0.411
H -1.708 5.795 -0.267
H -2.901 4.429 -1.273
H -4.988 3.234 -0.697
H -4.823 1.232 0.840
H -2.607 0.392 1.402
N 1.716 -1.881 -1.707
C 0.689 -1.138 -2.127
N -0.033 -1.546 -3.180
O 0.395 -0.043 -1.564
H 1.958 -2.734 -2.182
H 2.416 -1.417 -1.120
H 0.161 -2.411 -3.653
H -0.916 -1.096 -3.358
C -1.125 -4.308 -1.015
C -1.477 -3.935 0.430
C -2.526 -4.922 0.965
C -0.209 -4.055 1.285
Si -2.176 -2.184 0.521
O -0.913 -1.061 0.590
C -3.136 -1.880 2.097
C -2.461 -1.747 3.317
C -3.146 -1.493 4.496
C -4.529 -1.369 4.479
C -5.220 -1.507 3.284
C -4.528 -1.759 2.106
C -3.223 -1.757 -0.971
C -4.331 -2.544 -1.307
C -5.126 -2.245 -2.404
C -4.830 -1.148 -3.199
C -3.736 -0.353 -2.890
C -2.946 -0.657 -1.788
H -0.724 -5.325 -1.045
H -0.363 -3.639 -1.421
H -1.994 -4.273 -1.675
H -2.126 -5.938 0.915
H -3.447 -4.912 0.377
H -2.789 -4.717 2.003
H 0.144 -5.090 1.266
H -0.387 -3.799 2.333
H 0.592 -3.421 0.898
H -1.382 -1.853 3.357
H -2.605 -1.403 5.429
H -5.066 -1.176 5.398
H -6.299 -1.423 3.271
H -5.085 -1.864 1.181
H -4.586 -3.410 -0.706
H -5.976 -2.872 -2.639
H -5.448 -0.916 -4.057
H -3.499 0.506 -3.508
H -2.088 -0.029 -1.576
C 5.870 -0.641 -0.892
S 4.705 0.577 -0.288
O 3.365 -0.116 -0.341
C 4.785 1.701 -1.668
C 5.714 2.729 -1.612
C 5.808 3.615 -2.678
C 4.961 3.475 -3.769
C 4.022 2.449 -3.804
C 3.932 1.553 -2.751
H 5.529 -1.006 -1.860
H 5.906 -1.448 -0.162
H 6.848 -0.170 -0.984
H 6.365 2.831 -0.750
H 6.542 4.409 -2.659
H 5.034 4.165 -4.599
H 3.365 2.348 -4.657
H 3.194 0.761 -2.756
C 0.376 0.960 2.621
C 1.653 0.201 2.671
C 1.631 -1.173 2.394
C 2.811 -1.920 2.378
C 4.015 -1.307 2.647
C 4.053 0.066 2.906
C 2.897 0.815 2.891
H 0.464 2.005 2.915
H -0.425 0.487 3.199
H 0.682 -1.688 2.315
H 2.765 -2.988 2.202
H 4.926 -1.891 2.684
H 4.997 0.545 3.134
H 2.931 1.877 3.101
*
```



Q: The highest ΔE to the lowest compared entry with this formula, charge and spin belongs to which entry?
A: C13H15F5O4PPtS3



Q: Look up the ΔE to the lowest compared entry with this formula, charge and spin of the second one.
A: 195.9 kJ/mol



Q: The lowest ΔE to the lowest compared entry with this formula, charge and spin belongs to which entry?
A: C26H51NO18